(1)
An isolated molecule of C5H15N3. Source: OMol25; level of theory: ωB97M-V/def2-TZVPD.

CARTESIAN COORDINATES (ANGSTROEM)
N 0.64 0.48 -1.94
N 1.25 -1.65 -0.76
N 0.11 -0.61 2.36
C -1.13 0.17 2.12
C 0.32 1.32 -0.77
C 1.54 -0.64 -1.75
C -1.55 -0.01 0.67
C -1.14 1.12 -0.25
H 1.69 -0.96 -2.79
H -0.80 1.21 2.38
H 0.83 -0.22 2.96
H 0.76 -1.21 0.03
H 0.40 -2.15 -1.11
H -1.90 0.04 2.91
H -1.32 2.11 0.21
H -2.61 -0.27 0.63
H -1.11 -0.93 0.29
H 0.53 2.41 -1.06
H -1.88 1.11 -1.10
H -0.10 -1.51 2.76
H 2.51 -0.25 -1.42
H 1.09 1.26 0.03
H -0.21 0.36 -2.46

Orbital gap = 9.4 eV
LUMO energy = 1.04 eV
Highest occupied orbital energy = -8.31 eV

=====

(2)
A cluster of 2 separate species, C5H15N3 in total. Source: OMol25; level of theory: ωB97M-V/def2-TZVPD.

CARTESIAN COORDINATES (ANGSTROEM)
N -0.08 2.01 -0.31
N 2.05 0.68 -1.26
N -0.82 0.04 0.85
C -0.81 0.82 -0.34
C -0.25 0.61 2.06
C 1.29 -0.33 -1.67
C -2.03 -0.72 1.07
C 1.43 -1.74 -1.15
H -2.30 -1.25 0.16
H -1.78 0.89 -0.84
H 0.97 1.72 -0.60
H -0.05 -0.19 2.78
H 2.54 0.43 -0.40
H 2.20 -2.28 -1.69
H 0.99 -0.26 -2.72
H 0.69 1.10 1.84
H -0.93 1.34 2.52
H -2.88 -0.08 1.37
H -0.10 0.06 -1.14
H 0.49 -2.29 -1.27
H 1.65 -1.74 -0.08
H -0.41 2.63 -1.04
H -1.86 -1.46 1.85

Orbital gap = 8.8 eV
LUMO energy = 0.92 eV
Highest occupied orbital energy = -7.89 eV

=====

Most stable to least stable, the ends of the list are (1) and (2).

=====

(1)
A structure of composition C5H15N3. Source: OMol25; level of theory: ωB97M-V/def2-TZVPD.

CARTESIAN COORDINATES (ANGSTROEM)
N 0.45 0.82 0.41
N 2.21 0.38 -1.14
N -1.09 -0.58 1.51
C -1.08 -0.94 -1.72
C 1.98 -1.13 0.74
C 1.28 -0.19 -0.23
C -1.81 1.69 0.87
C -0.78 0.60 0.85
H -2.09 -0.76 1.53
H -1.78 -0.11 -1.81
H 0.56 1.73 -0.02
H 3.01 0.87 -0.75
H -0.83 -1.25 -2.74
H 2.93 -0.70 1.09
H 0.11 -0.67 -1.11
H 1.79 0.90 -1.90
H -1.61 -1.77 -1.23
H -1.43 2.59 0.39
H -0.59 -1.38 1.15
H 2.21 -2.07 0.24
H -2.70 1.36 0.34
H 1.39 -1.32 1.63
H -2.10 1.93 1.90

Orbital gap (alpha / beta) = 6.6 / 6.6 eV
LUMO energy (alpha / beta) = 0.77 / 0.77 eV
Highest occupied orbital energy (alpha / beta) = -5.85 / -5.85 eV

=====

(2)
A cluster of 2 separate species, C5H15N3 in total. Source: OMol25; level of theory: ωB97M-V/def2-TZVPD.

CARTESIAN COORDINATES (ANGSTROEM)
N 2.71 -0.92 0.54
N -1.14 1.34 0.85
N 1.77 1.23 0.47
C 2.02 0.02 -1.58
C -2.49 -0.68 1.12
C -1.38 0.01 0.33
C -1.74 0.11 -1.14
C 2.06 0.12 -0.08
H -2.20 -0.82 2.16
H 1.96 1.27 1.47
H 1.44 -0.85 -1.88
H -2.73 -1.65 0.69
H -3.38 -0.06 1.10
H -2.65 0.69 -1.25
H -1.90 -0.88 -1.58
H 3.03 -0.08 -1.98
H 2.92 -1.76 0.04
H -0.94 0.60 -1.69
H 2.77 -0.94 1.55
H 1.57 0.92 -1.99
H -0.17 1.63 0.55
H -0.43 -0.61 0.41
H -1.09 1.32 1.86

Orbital gap = 9.3 eV
LUMO energy = 0.75 eV
Highest occupied orbital energy = -8.58 eV

=====

Most stable to least stable, the ends of the list are (2) and (1).

=====

(1)
A structure of composition C3H6BrI. Source: OMol25; level of theory: ωB97M-V/def2-TZVPD.

CARTESIAN COORDINATES (ANGSTROEM)
I -3.48 -1.23 -0.03
Br -2.77 2.14 0.19
C 0.79 -0.04 0.93
C -2.29 0.36 -0.67
C -0.37 0.10 -0.28
H 1.72 -0.36 0.39
H -0.12 1.07 -0.57
H 1.00 0.96 1.37
H -2.66 0.47 -1.69
H -0.32 -0.73 -0.91
H 0.51 -0.67 1.75

Orbital gap = 9.5 eV
LUMO energy = 0.18 eV
Highest occupied orbital energy = -9.29 eV

=====

(2)
A cluster of 2 separate species, C3H6BrI in total. Source: OMol25; level of theory: ωB97M-V/def2-TZVPD.

CARTESIAN COORDINATES (ANGSTROEM)
I 0.19 0.32 -2.61
Br -1.06 1.80 1.50
C 0.63 1.59 0.79
C -0.70 -1.32 -0.10
C 0.34 -0.54 -0.74
H -1.53 -1.65 -0.78
H 1.36 -0.81 -0.51
H -0.26 -2.21 0.37
H 1.20 1.04 1.42
H -1.39 -0.59 0.40
H 1.23 2.38 0.26

Orbital gap (alpha / beta) = 8.3 / 7.8 eV
LUMO energy (alpha / beta) = 0.12 / 0.00 eV
Highest occupied orbital energy (alpha / beta) = -8.22 / -7.83 eV

=====

Most stable to least stable, the ends of the list are (1) and (2).